Here is C31H30N10O2OsS2Si as an isolated structure from OMol25. Energies are from wB97M-V/def2-TZVPD.

XYZ file:
```
77
Properties=species:S:1:pos:R:3:forces:R:3
Os -0.127 -1.342 0.627 0.03 -0.12 -0.02
S 3.393 -0.298 7.245 0.03 -0.02 0.02
N 2.062 -1.137 6.909 -0.01 0.03 0.01
C 1.855 -1.020 5.608 -0.03 -0.03 -0.03
C 0.763 -1.621 4.867 0.02 0.00 0.03
C -0.230 -2.419 5.437 0.00 0.00 0.01
C -1.211 -2.943 4.623 0.00 0.00 0.00
C -1.189 -2.663 3.261 0.00 0.00 0.00
N -0.251 -1.897 2.709 -0.01 -0.01 0.00
C 0.716 -1.380 3.495 0.01 0.01 -0.03
C 1.707 -0.555 2.826 -0.01 -0.01 -0.02
N 1.552 -0.380 1.488 -0.01 0.07 0.03
C 2.472 0.331 0.826 -0.01 -0.01 0.01
C 3.563 0.906 1.460 0.00 -0.01 -0.01
C 3.718 0.756 2.822 0.01 0.01 0.01
C 2.773 0.010 3.525 0.02 0.00 0.03
C 2.833 -0.231 4.955 0.00 0.00 -0.04
N 3.762 0.237 5.772 -0.02 0.02 0.01
H -0.210 -2.615 6.501 0.00 0.00 0.00
H -1.994 -3.571 5.023 0.00 0.00 0.00
H -1.932 -3.063 2.584 0.00 0.00 0.00
H 2.316 0.412 -0.242 0.00 0.00 0.00
H 4.284 1.460 0.876 0.00 0.00 0.00
H 4.554 1.192 3.354 0.00 0.00 0.00
N 4.042 5.382 -2.770 -0.01 -0.02 0.01
C 3.350 4.256 -2.845 0.01 0.03 0.00
C 3.935 3.101 -3.453 0.01 -0.03 -0.01
C 3.199 1.958 -3.570 0.02 0.00 0.00
C 1.880 1.931 -3.085 -0.01 -0.01 0.01
C 1.296 3.052 -2.460 -0.01 0.00 0.00
C 2.014 4.201 -2.333 -0.01 0.00 0.01
S 0.863 0.499 -3.439 -0.06 0.05 -0.02
O -0.415 1.061 -3.781 0.05 -0.05 0.01
O 1.612 -0.272 -4.381 -0.01 0.01 -0.02
N 0.922 -0.215 -1.978 0.03 0.01 0.03
C -0.042 -0.732 -1.298 0.01 0.03 -0.05
N -0.784 -1.916 -3.791 -0.08 0.01 0.04
C -0.046 -3.012 -3.352 0.01 0.00 0.00
C -0.092 -3.787 -2.262 0.04 -0.01 -0.05
C -0.888 -3.813 -1.019 -0.06 0.00 0.00
N -0.896 -2.944 -0.107 0.02 0.00 0.10
H 4.979 5.450 -3.143 0.01 0.00 -0.01
H 3.646 6.218 -2.363 -0.01 0.01 0.00
H 4.947 3.156 -3.833 0.00 0.00 0.00
H 3.596 1.077 -4.055 0.00 0.01 0.00
H 0.270 2.997 -2.123 0.00 0.00 -0.01
H 1.585 5.085 -1.877 0.00 0.00 0.00
H 0.683 -3.298 -4.100 0.00 0.01 0.00
H 0.580 -4.639 -2.309 0.01 0.01 0.01
H -1.423 -4.752 -0.836 -0.01 0.01 0.00
C -0.923 -1.814 -5.252 -0.01 -0.01 0.03
C -1.784 -1.319 -3.032 0.10 0.00 -0.02
C -3.078 -1.219 -3.441 -0.05 0.03 0.01
C -4.011 -0.595 -2.592 0.02 -0.03 -0.03
C -3.662 -0.173 -1.344 0.01 0.00 0.02
C -2.332 -0.330 -0.886 0.02 0.02 0.01
N -1.408 -0.780 -1.822 -0.08 -0.02 -0.05
N -1.878 -0.100 0.340 0.01 0.01 -0.03
Si -2.747 0.819 1.587 0.00 -0.01 -0.03
C -3.313 2.440 0.859 -0.02 0.03 0.00
C -1.520 1.186 2.944 0.03 -0.01 0.01
C -4.169 -0.170 2.273 -0.01 -0.01 0.01
H -1.612 -2.562 -5.648 0.00 0.00 0.00
H 0.059 -1.959 -5.696 0.00 0.00 -0.01
H -1.272 -0.816 -5.502 0.00 0.00 -0.01
H -3.380 -1.652 -4.381 -0.01 0.00 0.00
H -5.040 -0.503 -2.917 0.00 0.00 0.00
H -4.399 0.231 -0.668 0.00 0.00 0.00
H -2.464 3.015 0.483 0.00 -0.01 0.00
H -3.787 3.035 1.644 0.00 0.01 -0.01
H -4.035 2.342 0.049 0.01 0.01 0.00
H -0.559 1.522 2.545 -0.01 0.00 0.01
H -1.350 0.327 3.596 0.00 0.01 0.00
H -1.914 1.989 3.571 0.00 0.00 0.00
H -4.935 -0.393 1.529 0.00 -0.01 0.00
H -4.652 0.387 3.081 0.00 -0.01 0.00
H -3.826 -1.120 2.689 0.00 0.01 -0.01
```
Positions in Å, forces in eV/Å.

Output
- ⟨S²⟩ = 6.06
- ΔE to the lowest compared entry with this formula, charge and spin (eV) = 2.958
- gap between HOMO and LUMO (alpha / beta) (Eh) = 0.237 / 0.140
- multiplicity = 5
- HOMO energy (alpha / beta) (Eh) = -0.431 / -0.463
- total charge = +2
- calculated total energy (eV) = -83630.897
- max |F| (eV Å⁻¹) = 0.1

Here is one molecule with the formula C2H5Cl2NOS from OMol25. Energies are from wB97M-V/def2-TZVPD.

XYZ file:
```
12
Properties=species:S:1:pos:R:3:forces:R:3
C -0.752 0.017 -0.460 0.44 -1.53 -1.33
C -0.668 -1.184 0.502 -3.60 2.47 0.29
N 1.180 1.271 1.079 -1.27 -1.97 -1.91
O 0.856 2.085 -1.479 0.13 -4.85 3.75
S 0.853 0.929 -0.389 -0.81 5.72 -0.98
Cl -2.076 -2.249 0.259 0.02 -0.05 -0.21
Cl 2.054 -0.679 -0.935 0.06 0.32 -0.42
H -0.688 -0.295 -1.575 -0.53 0.30 1.85
H -1.731 0.503 -0.212 1.44 0.62 -0.45
H -0.733 -0.867 1.528 -0.13 0.49 0.30
H 0.165 -1.709 0.445 3.62 -2.57 -0.74
H 1.542 2.179 1.235 0.63 1.05 -0.16
```
Positions in Å, forces in eV/Å.

Output
- ΔE to the lowest compared entry with this formula, charge and spin (eV) = 0.945
- gap between HOMO and LUMO (Eh) = 0.365
- multiplicity = 1
- HOMO energy (Eh) = -0.384
- total charge = 0
- SMILES = N=[S@@](=O)(Cl)CCCl
- calculated total energy (eV) = -41570.207
- max |F| (eV Å⁻¹) = 6.1